1.
C5H8O in the gas phase, computed with ωB97M-V/def2-TZVPD.

The energy above the lowest of the compared OMol25 structures with the same formula, charge and spin comes out at 64.2 kcal/mol. The HOMO energy is -8.88 eV. The HOMO-LUMO gap is 9.92 eV. As for the SMILES: C[C@H]1CCC1=O.

Structure (ORCA input):
```
! wB97M-V def2-TZVPD RIJCOSX def2/J DEFGRID3
* xyz 0 1
C 1.88794 -0.52132 0.08696
C 0.58101 0.29754 0.05583
C -0.53870 -0.33141 -0.69938
C -1.72277 0.45386 -0.23102
C -0.74511 0.57052 1.31619
O -0.95232 0.37056 2.47112
H 2.44997 -0.23403 0.97034
H 1.68515 -1.59918 0.13724
H 2.56841 -0.37757 -0.77791
H 0.76503 1.30399 -0.35598
H -0.11726 -0.18850 -1.69257
H -0.65893 -1.39782 -0.46394
H -1.77012 1.47655 -0.62159
H -2.70361 -0.04124 -0.41612
*
```


2.
C5H8O in the gas phase, computed with ωB97M-V/def2-TZVPD.

The energy above the lowest of the compared OMol25 structures with the same formula, charge and spin comes out at 60.8 kcal/mol. The HOMO energy is -9.86 eV. The HOMO-LUMO gap is 11.01 eV. As for the SMILES: C1CC1[C@H]1CO1.

Structure (ORCA input):
```
! wB97M-V def2-TZVPD RIJCOSX def2/J DEFGRID3
* xyz 0 1
C -1.74651 -0.22919 -0.42961
C -1.18088 1.14701 -0.25414
C -0.42263 -0.03131 0.24533
C 0.85925 -0.50682 -0.26692
C 2.07690 -0.26314 0.47479
O 1.41890 -1.44220 0.79927
H -1.75628 -0.63132 -1.43885
H -2.60182 -0.52393 0.16850
H -1.64582 1.78139 0.48817
H -0.80449 1.66731 -1.12692
H -0.24194 -0.20092 1.33731
H 0.93992 -0.88956 -1.27639
H 3.05400 -0.34978 0.01712
H 2.05139 0.47247 1.26234
*
```


3.
A molecular structure, C5H8O, computed with ωB97M-V/def2-TZVPD.

The energy above the lowest of the compared OMol25 structures with the same formula, charge and spin comes out at 114.6 kcal/mol. The HOMO energy is -8.44 eV. The HOMO-LUMO gap is 8.98 eV.

Structure (ORCA input):
```
! wB97M-V def2-TZVPD RIJCOSX def2/J DEFGRID3
* xyz 0 1
C 1.28143 1.04918 -1.02930
C -0.23863 0.89433 -0.92292
C -0.67222 -0.26947 -0.10955
C -1.40249 -1.36104 -0.08297
C -1.09360 -1.64720 1.28539
O -0.12496 -0.18387 1.41333
H 1.74315 0.14892 -1.44908
H 1.54335 1.89696 -1.67040
H 1.72581 1.24041 -0.04464
H -0.67191 1.81868 -0.51810
H -0.67815 0.73829 -1.91350
H -0.39645 -2.45008 1.54408
H -1.84089 -1.48131 2.06328
H 0.82556 -0.39382 1.43437
*
```


4.
C5H8O in the gas phase, computed with ωB97M-V/def2-TZVPD.

The energy above the lowest of the compared OMol25 structures with the same formula, charge and spin comes out at 134.3 kcal/mol. The HOMO energy is -6.88 eV. The HOMO-LUMO gap is 7.88 eV.

Structure (ORCA input):
```
! wB97M-V def2-TZVPD RIJCOSX def2/J DEFGRID3
* xyz 0 1
C 0.41211 -1.44936 -0.29040
C -0.14654 -0.50021 0.75290
C 0.52489 0.86928 0.86538
C -0.41798 1.39729 -0.21133
C -0.14104 -0.55665 -1.39728
O -1.16434 0.06427 -0.20719
H 1.50517 -1.54431 -0.28663
H -0.04541 -2.44134 -0.19390
H -0.55286 -0.92184 1.68263
H 0.35385 1.37639 1.81353
H 1.58790 0.85264 0.62090
H -1.19380 2.08913 0.08511
H 0.07336 1.73036 -1.13791
H -0.84902 -1.03432 -2.07370
*
```


5.
C5H8O in the gas phase, computed with ωB97M-V/def2-TZVPD.

The energy above the lowest of the compared OMol25 structures with the same formula, charge and spin comes out at 29.6 kcal/mol. The HOMO energy is -9.68 eV. The HOMO-LUMO gap is 10.74 eV. As for the SMILES: C[C@H]1C[C@H]1C=O.

Structure (ORCA input):
```
! wB97M-V def2-TZVPD RIJCOSX def2/J DEFGRID3
* xyz 0 1
C 0.11632 0.91372 1.46311
C 0.81537 0.23408 0.30708
C 0.46594 -1.16504 -0.06666
C 0.18622 -0.03580 -1.04142
C -1.25546 -0.04616 -1.36996
O -1.66309 -0.25114 -2.48888
H -0.96760 0.78335 1.41413
H 0.44944 0.49654 2.42009
H 0.32862 1.98664 1.47745
H 1.86949 0.49389 0.22083
H -0.41618 -1.55993 0.43584
H 1.19781 -1.90868 -0.34876
H 0.83719 0.04116 -1.90897
H -1.96407 0.01737 -0.51389
*
```


6.
C5H8O in the gas phase, computed with ωB97M-V/def2-TZVPD.

The energy above the lowest of the compared OMol25 structures with the same formula, charge and spin comes out at 29.0 kcal/mol. The HOMO energy is -9.79 eV. The HOMO-LUMO gap is 10.71 eV. As for the SMILES: O=CC1CCC1.

Structure (ORCA input):
```
! wB97M-V def2-TZVPD RIJCOSX def2/J DEFGRID3
* xyz 0 1
O -1.60929 2.12610 -0.75939
C -1.16814 1.41584 0.11111
C 0.20541 0.78486 0.08665
C 0.42419 -0.18094 -1.10890
C 0.32115 -1.37905 -0.13323
C 0.33160 -0.39924 1.06567
H -1.77976 1.15987 1.01054
H 0.94678 1.58767 0.17885
H -0.32999 -0.10910 -1.89782
H 1.41043 -0.07967 -1.56918
H -0.61900 -1.93095 -0.22473
H 1.14216 -2.10003 -0.17112
H -0.52266 -0.48798 1.74845
H 1.24711 -0.40739 1.66311
*
```


7.
C5H8O in the gas phase, computed with ωB97M-V/def2-TZVPD.

The energy above the lowest of the compared OMol25 structures with the same formula, charge and spin comes out at 51.4 kcal/mol. The HOMO energy is -9.99 eV. The HOMO-LUMO gap is 11.20 eV. As for the SMILES: C1CC1[C@H]1CO1.

Structure (ORCA input):
```
! wB97M-V def2-TZVPD RIJCOSX def2/J DEFGRID3
* xyz 0 1
C 0.54572 -1.63112 -0.44164
C -0.19602 -0.79906 -1.44510
C -0.33255 -0.49395 0.01910
C 0.18357 0.79039 0.58438
C -0.69042 1.68989 1.33821
O 0.23608 0.84457 2.00355
H 1.62745 -1.54164 -0.38953
H 0.17790 -2.63745 -0.25328
H -1.04823 -1.22548 -1.96486
H 0.39455 -0.10825 -2.04173
H -1.25494 -0.80963 0.50276
H 0.99318 1.29777 0.05675
H -0.44355 2.74944 1.40944
H -1.74911 1.44555 1.41658
*
```


8.
C5H8O in the gas phase, computed with ωB97M-V/def2-TZVPD.

The energy above the lowest of the compared OMol25 structures with the same formula, charge and spin comes out at 50.5 kcal/mol. The HOMO energy is -9.56 eV. The HOMO-LUMO gap is 10.40 eV. As for the SMILES: CC#CCCO.

Structure (ORCA input):
```
! wB97M-V def2-TZVPD RIJCOSX def2/J DEFGRID3
* xyz 0 1
C 2.67042 0.36384 -0.22334
C 1.34210 -0.15139 -0.30711
C 0.22706 -0.58468 -0.22816
C -1.16190 -0.71444 -0.56294
C -2.00876 -0.09632 0.54920
O -1.70310 1.24062 0.87321
H 2.63402 1.19016 0.48238
H 3.30204 -0.43015 0.15821
H 3.03042 0.70050 -1.19506
H -1.26638 -0.19774 -1.51552
H -1.37947 -1.76809 -0.73856
H -3.03113 -0.08597 0.21228
H -1.89846 -0.72279 1.43747
H -0.75685 1.25646 1.05793
*
```


9.
C5H8O in the gas phase, computed with ωB97M-V/def2-TZVPD.

The energy above the lowest of the compared OMol25 structures with the same formula, charge and spin comes out at 128.0 kcal/mol. The HOMO energy is -8.82 eV. The HOMO-LUMO gap is 8.66 eV.

Structure (ORCA input):
```
! wB97M-V def2-TZVPD RIJCOSX def2/J DEFGRID3
* xyz 0 1
C 1.60611 -0.46772 0.32825
O 1.47372 0.91344 0.65398
C 0.33668 0.24035 0.15399
C -0.84688 0.06526 1.09604
C -1.50072 -0.28125 -1.21409
C -0.25089 0.57844 -1.20146
H 1.74308 -1.13814 1.17751
H 2.23639 -0.68148 -0.53660
H -1.09010 1.01530 1.57963
H -0.73266 -0.72704 1.83869
H -1.76739 -0.15184 0.48618
H -1.12283 -1.31681 -1.04910
H -0.48835 1.64654 -1.27290
H 0.40386 0.30494 -2.04012
*
```


10.
A molecular structure, C5H8O, computed with ωB97M-V/def2-TZVPD.

The energy above the lowest of the compared OMol25 structures with the same formula, charge and spin comes out at 104.8 kcal/mol. The HOMO energy is -7.92 eV. The HOMO-LUMO gap is 9.00 eV.

Structure (ORCA input):
```
! wB97M-V def2-TZVPD RIJCOSX def2/J DEFGRID3
* xyz 0 1
C -0.81248 -0.89914 -0.24136
C 0.17161 0.07650 -0.88113
C -0.69136 1.04215 -0.06351
C -0.34042 0.04045 1.25708
O 0.97663 -0.43836 1.22049
C 1.45081 -0.05004 -0.06511
H -1.77005 -0.93973 -0.79748
H -0.49386 -1.80873 0.19494
H 0.32164 0.15549 -1.97101
H -1.69386 1.09516 -0.56535
H -0.38481 2.02346 0.20069
H -0.82982 -0.45585 2.10421
H 2.14218 -0.81136 -0.42901
H 1.96712 0.91395 0.02936
*
```


11.
C5H8O in the gas phase, computed with ωB97M-V/def2-TZVPD.

The energy above the lowest of the compared OMol25 structures with the same formula, charge and spin comes out at 86.7 kcal/mol. The HOMO energy (alpha / beta) is -7.90 / -7.90 eV. The HOMO-LUMO gap (alpha / beta) is 7.59 / 7.59 eV.

Structure (ORCA input):
```
! wB97M-V def2-TZVPD RIJCOSX def2/J DEFGRID3
* xyz 0 1
C -1.54763 -0.25630 0.70246
C 0.75085 0.07069 -0.22783
C 0.60906 -1.05743 -1.19538
O 1.97546 0.55721 -0.21204
C -0.28862 0.57813 0.55943
C -0.26912 1.88441 1.06860
H -2.19162 0.24766 1.42623
H -2.11361 -0.35658 -0.23325
H -1.33620 -1.26780 1.07315
H 1.44851 -1.06701 -1.89402
H -0.33310 -0.96766 -1.74217
H 0.58708 -2.01168 -0.65732
H 1.99221 1.26819 0.46059
H 0.71674 2.37818 0.87154
*
```


12.
C5H8O in the gas phase, computed with ωB97M-V/def2-TZVPD.

The energy above the lowest of the compared OMol25 structures with the same formula, charge and spin comes out at 34.8 kcal/mol. The HOMO energy is -9.18 eV. The HOMO-LUMO gap is 10.35 eV. As for the SMILES: C1C[C@@H]2C[C@@H]2O1.

Structure (ORCA input):
```
! wB97M-V def2-TZVPD RIJCOSX def2/J DEFGRID3
* xyz 0 1
C -1.46671 -0.23135 -0.45093
C -0.76932 0.86494 0.39998
C 0.61412 0.27130 0.72342
C 1.57309 0.05277 -0.41395
C 0.65630 -1.05158 -0.00770
O -0.47719 -1.19604 -0.81752
H -1.89488 0.17635 -1.37285
H -2.26004 -0.73382 0.12079
H -0.67838 1.80856 -0.15042
H -1.35981 1.06934 1.30475
H 1.05729 0.43390 1.69296
H 1.40182 0.55177 -1.36186
H 2.61221 -0.03852 -0.10749
H 1.01425 -1.98427 0.42531
*
```


13.
A gas-phase ion, C5H8O (charge +1), computed with ωB97M-V/def2-TZVPD.

The energy above the lowest of the compared OMol25 structures with the same formula, charge and spin comes out at 18.7 kcal/mol. The HOMO energy (alpha / beta) is -14.69 / -15.62 eV. The expectation value of S² is 0.78. The HOMO-LUMO gap (alpha / beta) is 9.79 / 7.72 eV.

Structure (ORCA input):
```
! wB97M-V def2-TZVPD RIJCOSX def2/J DEFGRID3
* xyz 1 2
C 2.00226 1.36620 -0.42208
C 0.97934 0.78398 0.45790
C -0.12678 0.08985 0.01800
O -0.28223 -0.05879 -1.29147
C -1.02896 -0.63846 0.92457
C -1.75134 -1.69641 0.56882
H 2.87809 0.64670 -0.45466
H 1.57808 1.60406 -1.38756
H 2.39988 2.26866 0.04009
H 1.14000 0.66636 1.51033
H -1.12278 0.28202 -1.67302
H -1.00083 -0.35828 1.98586
H -1.78633 -2.26566 -0.36773
H -2.64871 -1.89609 1.12943
*
```


14.
C5H8O2 in the gas phase, computed with ωB97M-V/def2-TZVPD.

The energy above the lowest of the compared OMol25 structures with the same formula, charge and spin comes out at 54.9 kcal/mol. The HOMO energy is -9.91 eV. The HOMO-LUMO gap is 10.94 eV. As for the SMILES: C[C@@H]1[C@H](O)[C@@H]2O[C@H]12.

Structure (ORCA input):
```
! wB97M-V def2-TZVPD RIJCOSX def2/J DEFGRID3
* xyz 0 1
C -1.06388 -0.45072 -1.35725
C -0.29569 -0.69535 -0.05958
C -0.32888 0.45095 1.03569
O -0.77414 1.69527 0.58724
C 1.19850 0.35256 1.10987
O 1.62287 0.75030 -0.19717
C 1.23217 -0.61144 0.01106
H -1.97624 -1.05545 -1.39758
H -0.47782 -0.67972 -2.25018
H -1.38005 0.59163 -1.41755
H -0.62163 -1.65061 0.35210
H -0.86632 0.20603 1.95528
H -0.13124 1.93643 -0.10210
H 1.87948 0.52602 1.93803
H 1.98285 -1.36589 -0.20788
*
```


15.
C5H8O2 in the gas phase, computed with ωB97M-V/def2-TZVPD.

The energy above the lowest of the compared OMol25 structures with the same formula, charge and spin comes out at 59.1 kcal/mol. The HOMO energy is -9.75 eV. The HOMO-LUMO gap is 10.51 eV. As for the SMILES: C=CCCC(=O)O.

Structure (ORCA input):
```
! wB97M-V def2-TZVPD RIJCOSX def2/J DEFGRID3
* xyz 0 1
C 0.62998 -0.61701 -3.40234
C 0.14317 -0.83885 -2.12770
C 0.57996 0.16643 -0.94276
C -0.71524 0.31526 0.12494
C -0.40450 0.22338 1.71440
O -0.65669 -0.79476 2.37183
O 0.25458 1.34213 2.24011
H 1.55558 -0.04488 -3.55202
H 0.23844 -1.27449 -4.26938
H -0.73305 -1.58254 -1.83712
H 0.66575 1.12459 -1.64159
H 1.56334 0.03951 -0.50231
H -1.49021 -0.36522 -0.21061
H -0.89468 1.34517 0.15175
H 0.91150 0.88363 2.76655
*
```


16.
C5H8O2 in the gas phase, computed with ωB97M-V/def2-TZVPD.

The energy above the lowest of the compared OMol25 structures with the same formula, charge and spin comes out at 32.4 kcal/mol. The HOMO energy is -9.44 eV. The HOMO-LUMO gap is 10.22 eV. As for the SMILES: O=C1CC[C@@H]1CO.

Structure (ORCA input):
```
! wB97M-V def2-TZVPD RIJCOSX def2/J DEFGRID3
* xyz 0 1
O 2.40961 -0.70631 0.99841
C 1.22901 -0.58129 0.81622
C 0.02034 -1.37648 1.27834
C -0.90074 -0.30611 0.65197
C 0.32988 0.46117 0.10732
C 0.27716 0.80302 -1.37621
O -0.61112 1.91051 -1.48102
H 0.05855 -2.26935 0.65062
H -0.08849 -1.64719 2.33257
H -1.50998 0.27067 1.34933
H -1.55363 -0.71019 -0.12887
H 0.49576 1.41017 0.62907
H 1.25809 1.08950 -1.77269
H -0.08774 -0.05070 -1.96699
H -1.32669 1.70258 -2.08807
*
```


17.
A molecular structure, C5H8O2, computed with ωB97M-V/def2-TZVPD.

The energy above the lowest of the compared OMol25 structures with the same formula, charge and spin comes out at 82.3 kcal/mol. The HOMO energy is -8.89 eV. The HOMO-LUMO gap is 9.54 eV.

Structure (ORCA input):
```
! wB97M-V def2-TZVPD RIJCOSX def2/J DEFGRID3
* xyz 0 1
O -1.45559 -1.72257 0.81820
C -0.23734 -1.08725 0.70061
C -0.42990 0.39850 0.54356
C 0.93749 1.06935 0.28224
C 0.61420 0.92723 -1.21679
C -0.82189 0.73846 -0.94930
O -1.86328 0.70529 -1.54849
H -1.30971 -2.61893 1.13999
H 0.51328 -1.36987 -0.44194
H 0.50300 -1.44105 1.42024
H -1.14092 0.87352 1.22294
H 1.04918 2.05178 0.75445
H 1.80506 0.45953 0.55689
H 0.74428 -0.39542 -1.21268
H 1.09213 1.41143 -2.06994
*
```